{"formula": "C33H75N3O6S3", "method": "ωB97M-V/def2-TZVPD", "symbols": ["C", "C", "C", "C", "C", "C", "N", "O", "C", "C", "C", "H", "H", "H", "H", "H", "H", "H", "H", "H", "H", "H", "H", "H", "H", "H", "H", "H", "H", "H", "C", "C", "C", "C", "C", "C", "N", "O", "C", "C", "C", "H", "H", "H", "H", "H", "H", "H", "H", "H", "H", "H", "H", "H", "H", "H", "H", "H", "H", "H", "C", "C", "C", "C", "C", "C", "N", "O", "C", "C", "C", "H", "H", "H", "H", "H", "H", "H", "H", "H", "H", "H", "H", "H", "H", "H", "H", "H", "H", "H", "C", "S", "O", "C", "H", "H", "H", "H", "H", "H", "C", "S", "O", "C", "H", "H", "H", "H", "H", "H", "C", "S", "O", "C", "H", "H", "H", "H", "H", "H"], "coordinates": [[-6.3752, -19.0389, 6.4029], [-6.4539, -17.5317, 6.0169], [-6.5389, -16.6405, 7.3342], [-5.2057, -16.3919, 8.0558], [-4.0912, -15.9686, 7.1873], [-4.3563, -15.9945, 5.5827], [-5.2207, -17.2310, 5.2792], [-5.3708, -17.4907, 3.9239], [-5.1234, -14.7291, 5.2044], [-3.0219, -16.1245, 4.8685], [-7.8506, -17.2921, 5.3541], [-7.3227, -19.4286, 6.7752], [-5.6231, -19.1544, 7.1834], [-6.0263, -19.7415, 5.6461], [-7.0392, -15.7105, 7.0641], [-7.2605, -17.2507, 7.8773], [-5.0428, -17.2025, 8.7660], [-5.4689, -15.5257, 8.6629], [-3.0853, -16.3801, 7.2716], [-3.8810, -14.9238, 7.4161], [-5.1304, -14.6150, 4.1204], [-6.1890, -14.7097, 5.4331], [-4.6419, -13.7720, 5.4052], [-3.1134, -16.1021, 3.7826], [-2.4891, -15.1852, 5.0166], [-2.3589, -16.9197, 5.2094], [-8.6687, -17.2850, 6.0744], [-7.9912, -17.9342, 4.4847], [-7.9531, -16.3002, 4.9140], [-5.1041, -18.4113, 3.8689], [-8.7979, -23.4090, 0.4665], [-8.3598, -24.8173, 0.7368], [-6.7846, -24.8398, 0.9893], [-6.2546, -26.0745, 1.7215], [-6.9319, -26.3241, 2.9239], [-8.4763, -26.3874, 2.8703], [-9.0190, -25.2845, 2.0019], [-10.4331, -25.1532, 1.9992], [-8.9737, -27.7128, 2.3876], [-9.0713, -26.1590, 4.3279], [-8.6731, -25.6281, -0.5269], [-8.2945, -23.0125, -0.4152], [-8.5429, -22.8229, 1.3494], [-9.8711, -23.2636, 0.3428], [-6.3319, -24.7306, 0.0037], [-6.5856, -24.0376, 1.6999], [-5.1985, -26.0425, 1.9894], [-6.2623, -26.8667, 0.9729], [-6.6120, -25.7342, 3.7828], [-6.6528, -27.3716, 3.0380], [-8.8800, -28.4450, 3.1896], [-9.9468, -27.5014, 1.9443], [-8.4112, -27.9999, 1.4991], [-8.6518, -26.7002, 5.1760], [-9.0223, -25.0950, 4.5590], [-10.1328, -26.3942, 4.2507], [-8.0259, -26.5050, -0.5380], [-8.6717, -25.0325, -1.4398], [-9.6756, -26.0545, -0.4908], [-10.6012, -24.2709, 2.3381], [1.1164, -22.7117, 4.4035], [2.6383, -22.8765, 3.8142], [3.5914, -22.1351, 4.7782], [5.0737, -22.5725, 4.8023], [5.1383, -24.1036, 4.9130], [4.2328, -24.9114, 3.9844], [2.8731, -24.3053, 3.8480], [1.9394, -25.0812, 3.1574], [4.7605, -24.9163, 2.5404], [4.0831, -26.2869, 4.5605], [2.7485, -22.2156, 2.4065], [0.2807, -23.0090, 3.7700], [1.1094, -21.6966, 4.8005], [1.0064, -23.3168, 5.3034], [3.5437, -21.1274, 4.3656], [3.1772, -22.1466, 5.7864], [5.6232, -22.0621, 5.5933], [5.4517, -22.2099, 3.8464], [5.0413, -24.4489, 5.9423], [6.1690, -24.4421, 4.8079], [4.1068, -25.3693, 1.7949], [5.1751, -23.9456, 2.2685], [5.6152, -25.5855, 2.4412], [3.6943, -26.1956, 5.5747], [3.2562, -26.7947, 4.0640], [5.0093, -26.8574, 4.6304], [3.7426, -22.3645, 1.9849], [2.5607, -21.1420, 2.3925], [2.0787, -22.5427, 1.6112], [2.1850, -25.1320, 2.2308], [-8.0935, -7.4927, 3.1405], [-6.7324, -6.3410, 3.5860], [-5.5474, -6.8086, 2.7275], [-7.3507, -4.7728, 2.8819], [-8.9457, -7.1912, 3.7496], [-7.9441, -8.4727, 3.5938], [-8.3888, -7.5001, 2.0913], [-7.4310, -5.0734, 1.8372], [-6.6601, -3.9375, 2.9975], [-8.2779, -4.4612, 3.3627], [-1.0056, -10.6833, 0.8228], [0.5110, -11.2867, 1.6676], [1.7506, -11.0334, 0.7924], [0.4699, -10.0104, 2.9781], [-1.3821, -9.7105, 1.1393], [-1.7567, -11.4574, 0.9800], [-0.7708, -10.5266, -0.2300], [-0.5525, -9.6447, 3.0734], [1.1868, -9.2618, 2.6408], [0.7270, -10.4105, 3.9588], [-3.4784, -17.6110, -2.3945], [-2.1813, -18.4221, -1.4222], [-1.3415, -19.4388, -2.1709], [-1.0947, -16.8455, -1.3258], [-4.1342, -18.3889, -2.7853], [-3.1931, -17.0763, -3.3005], [-3.9293, -16.7861, -1.8428], [-0.2060, -16.9663, -0.7063], [-1.6615, -15.9439, -1.0933], [-0.7306, -16.6176, -2.3275]], "mulliken_charge": [-1.56, 1.25, -1.27, -0.71, -1.11, 1.42, 0.25, -0.49, -1.57, -1.90, -1.70, 0.39, 0.35, 0.34, 0.44, 0.61, 0.35, 0.31, 0.41, 0.35, 0.39, 0.26, 0.42, 0.39, 0.43, 0.41, 0.39, 0.37, 0.40, 0.37, -2.13, 1.50, -1.07, -0.74, -0.96, 1.47, 0.43, -0.47, -1.75, -1.92, -1.76, 0.45, 0.45, 0.44, 0.43, 0.38, 0.34, 0.36, 0.36, 0.29, 0.47, 0.39, 0.38, 0.36, 0.44, 0.44, 0.35, 0.44, 0.33, 0.33, -1.76, 1.36, -1.08, -0.81, -1.32, 1.58, 0.22, -0.46, -1.64, -2.00, -1.61, 0.32, 0.43, 0.43, 0.43, 0.42, 0.37, 0.33, 0.46, 0.46, 0.34, 0.34, 0.46, 0.47, 0.40, 0.37, 0.32, 0.44, 0.38, 0.34, -0.90, 0.47, -0.61, -0.85, 0.34, 0.32, 0.31, 0.27, 0.32, 0.33, -0.85, 0.49, -0.64, -0.80, 0.32, 0.28, 0.33, 0.28, 0.28, 0.32, -0.95, 0.54, -0.61, -0.94, 0.31, 0.34, 0.36, 0.30, 0.32, 0.34], "e_lumo_ev": 0.2, "e_above_lowest_ev": 2.723, "homo_energy_ev": -7.8, "gap_ev": 8.014}